Entry 1:
DFT (wB97M-V/def2-TZVPD) results for a cluster of 10 separate species, C27H33Cl6F7O21 in total.

Values from the calculation:
* HOMO: -0.3777 Eh
* spin multiplicity: 1
* total charge: 0

Geometry (Å):
Cl -12.17939 20.43220 9.37757
Cl -7.84120 10.90178 17.13892
Cl -15.20014 18.73989 10.05322
Cl -10.03804 14.18467 15.44039
Cl -13.24210 18.76501 14.11697
Cl -13.31353 17.87781 17.12534
F -15.02297 16.47343 12.95545
F -7.90712 15.28660 18.45786
F -11.38237 13.59122 18.37667
F -10.42402 14.52909 22.57753
F -8.78713 18.84623 12.53070
F -11.50746 15.25888 12.15811
F -11.34618 21.46585 18.84845
O -14.01944 12.33238 18.49199
O -13.22887 13.89196 17.11418
O -9.40180 21.29300 17.70580
O -8.64123 18.29554 15.95403
O -11.03201 20.59333 15.21915
O -9.34534 17.06634 20.90082
O -7.45975 18.16256 17.87067
O -9.25844 15.34323 12.23621
O -8.89097 20.85724 14.56564
O -7.56467 16.39442 16.53018
O -10.42923 20.30781 13.05575
O -7.49610 22.31040 18.35906
O -19.21336 15.35446 13.41142
O -7.75282 13.79778 12.89168
O -9.37184 13.28912 11.42528
O -10.16967 15.07244 20.39362
O -10.53518 16.81686 19.00780
O -17.25616 16.45289 13.29202
O -14.69866 12.37390 16.33192
O -17.34975 14.46891 14.30660
O -8.64720 21.00486 19.77980
C -15.98983 16.32275 13.88859
C -8.68791 13.06080 15.75751
C -8.84148 16.20144 21.91538
C -6.51768 17.21631 18.37086
C -12.63294 14.14378 18.37483
C -6.96044 15.92237 17.68194
C -7.96275 17.68722 16.70176
C -14.05222 12.81270 17.21712
C -8.29755 21.04368 13.29694
C -18.05940 15.41601 13.65955
C -10.18264 14.10862 10.54584
C -10.37870 15.36318 11.39557
C -9.63108 19.99606 19.54993
C -9.18736 20.15769 12.43081
C -8.94496 12.29448 17.03712
C -12.62852 19.39977 10.75506
C -13.52374 18.25662 10.38635
C -11.91639 17.38533 16.17053
C -9.51998 14.86704 21.62568
C -8.41845 21.60529 18.59018
C -13.55755 13.38193 19.31327
C -16.00226 14.90516 14.50967
C -8.69735 14.11398 12.25559
C -10.41225 20.58805 18.38338
C -12.11848 17.48993 14.65416
C -10.04802 16.36826 19.99276
C -10.20031 20.61679 14.38615
H -10.37871 16.31132 10.86644
H -9.51395 14.34902 9.71891
H -12.54363 15.21778 18.50839
H -7.25908 20.73087 13.24902
H -8.36306 22.08009 12.96083
H -12.54209 16.55184 14.29969
H -11.08251 18.01462 16.47903
H -8.59279 12.40386 14.89808
H -9.07602 16.62263 22.88835
H -10.86664 19.81987 17.76486
H -10.29722 19.73372 20.36705
H -9.09767 19.09354 19.25238
H -11.57599 16.37655 16.38954
H -11.67752 19.03044 11.13453
H -5.52945 17.52084 18.02010
H -7.76166 16.10653 21.80437
H -6.13667 15.24753 17.46851
H -6.53531 17.14361 19.45372
H -15.89518 17.09127 14.65539
H -15.85254 15.03077 15.57542
H -9.29021 20.39620 11.37540
H -11.07115 13.54685 10.29431
H -9.94705 11.87872 17.05690
H -15.33015 14.24058 13.97954
H -7.77723 13.65355 15.79371
H -12.97575 12.96600 20.13603
H -14.29912 14.05462 19.74745
H -8.83151 14.04330 21.44453
H -8.83217 12.96547 17.88521
H -13.57393 17.50649 11.17653
H -11.17298 17.67787 14.15192
H -13.07812 19.98264 11.55410
H -13.13072 17.69987 9.53251

Cartesian forces, eV/Å:
-0.2 0.2 -0.1
0.3 0.1 0.2
0.1 0.1 -0.1
0.0 0.0 0.0
0.0 0.0 0.0
-0.2 -0.4 0.3
0.1 -0.1 -0.2
0.1 -0.2 0.0
0.0 -0.1 0.0
-0.1 0.0 0.0
-0.1 -0.1 -0.1
-0.1 0.1 0.0
-0.2 0.1 -0.2
-0.8 0.3 -0.3
0.1 0.2 0.2
-0.3 0.1 -0.1
-0.1 0.0 -0.1
-0.2 0.2 0.3
0.2 0.2 -0.1
0.0 -0.1 0.0
0.0 0.5 0.0
0.1 0.6 0.2
0.0 -0.4 -0.4
0.0 -0.1 0.2
0.1 0.1 -0.1
-0.2 0.0 0.0
0.3 0.1 0.4
-0.2 0.2 -0.2
-0.1 0.3 0.1
0.1 0.0 0.0
0.1 0.1 0.2
0.0 -0.1 -0.2
0.0 0.1 0.0
-0.1 -0.2 0.4
-0.6 -0.4 0.6
0.2 -0.2 -0.2
0.2 0.0 -0.1
0.1 -0.2 -0.4
-0.4 -0.1 -0.4
0.4 1.0 0.5
0.0 0.1 0.5
0.1 -0.1 0.2
0.0 -0.4 -1.1
0.2 -0.2 -0.3
1.1 0.0 0.8
0.2 -0.5 0.0
-0.3 -0.3 -0.6
0.0 0.4 0.1
-0.4 0.3 -0.2
0.2 -0.2 0.5
0.1 -0.9 -0.2
1.1 0.6 -0.6
0.3 -0.1 -0.6
-0.1 0.1 0.2
1.6 0.3 0.8
-0.6 1.0 -0.4
-0.4 -0.6 -0.3
0.9 -0.8 0.5
-0.5 -0.4 0.2
-0.4 -0.2 0.3
0.3 -0.6 -0.2
-0.2 0.0 0.0
-0.5 0.0 -0.4
0.0 0.0 0.1
0.0 -0.2 0.4
-0.1 0.1 0.2
0.0 0.1 -0.2
-0.2 0.2 -0.1
-0.2 0.0 0.0
-0.1 -0.1 0.1
-0.1 0.4 -0.3
0.3 0.6 0.4
-0.2 0.0 -0.1
-0.4 -0.2 0.2
-0.1 -0.2 0.1
0.1 -0.1 0.2
0.0 0.1 0.0
-0.2 -0.3 -0.2
-0.2 0.2 0.0
0.3 0.2 -0.3
0.4 -0.6 0.1
0.1 0.1 0.0
-0.1 0.2 -0.2
-0.1 0.1 -0.1
0.2 -0.1 0.3
0.0 0.0 0.1
-0.1 -0.1 -0.1
-0.5 -0.3 -0.4
0.0 -0.1 0.5
0.1 -0.3 0.2
0.0 0.4 0.3
0.1 -0.1 0.1
0.0 0.3 -0.2
-0.2 0.3 -0.2

Results of the Löwdin charge analysis, in e, for atoms 1 through 6: atom 1 (Cl): 0.552, atom 2 (Cl): 0.568, atom 3 (Cl): 0.570, atom 4 (Cl): 0.664, atom 5 (Cl): 0.639, atom 6 (Cl): 0.588



Entry 2:
DFT (wB97M-V/def2-TZVPD) results for a cluster of 5 separate species, C27H33ClO16S in total.

Values from the calculation:
* HOMO: -0.3359 Eh
* spin multiplicity: 1
* total charge: 0

Geometry (Å):
Cl -8.57964 -3.52229 -2.38745
S -0.51160 -6.58913 -2.61208
O 1.67781 3.97853 5.12434
O 1.34895 6.12965 4.38732
O -1.66268 -5.96858 -3.44954
O -6.31823 -3.51075 0.20428
O 5.81635 -0.84700 5.95181
O -3.46939 3.25832 -5.87757
O 2.85382 0.97245 2.08076
O -1.92118 3.28994 -7.57487
O 7.06699 -1.41346 4.10961
O -1.20504 3.15318 -5.50288
O 0.90577 -6.24152 -3.18197
O 3.69430 -0.23685 0.31725
O -3.47287 0.95467 -0.57988
O 3.09106 5.01901 3.64149
O 7.60027 -2.09628 6.23755
O 1.55071 -0.39280 0.77053
C -6.18239 -1.71309 -1.75641
C -2.31597 3.23609 -6.27771
C 6.84998 -1.44866 5.31070
C -1.54576 -4.54863 -0.85755
C -7.17212 0.68147 -3.86441
C -7.58255 -1.93619 -2.61155
C -1.46957 3.08903 -4.10287
C -3.20898 -4.53995 -0.68691
C -5.77147 0.90462 -3.00632
C 2.71387 0.19356 1.15086
C 4.98399 0.30246 0.60053
C -5.57100 -2.83857 -0.68081
C -2.99335 3.37991 -8.51123
C 2.00587 4.94409 4.45275
C -1.39614 -1.65654 -1.18989
C 8.73182 -2.78028 5.70262
C 3.88320 3.83330 3.61018
C 4.93637 -0.12221 5.09483
C -5.32394 -0.30985 -1.99545
C 0.17665 6.19636 5.19687
C 0.42328 -0.02950 1.56490
C -3.91425 -3.04502 -0.78022
C -0.74146 -6.00126 -0.81825
C -3.90004 -0.19523 -1.12539
C -0.68514 -3.13572 -1.10002
C -3.05159 -1.63262 -1.01959
C -8.03554 -0.72763 -3.67421
H -5.08048 1.84798 -3.09578
H 9.25848 -3.26176 6.53126
H 5.31298 0.01019 1.60299
H 0.48312 -3.20865 -1.20973
H -3.57061 4.29613 -8.35030
H 4.46901 -0.79204 4.36580
H -2.05365 2.19523 -3.86093
H -0.26765 7.18715 5.06720
H -0.45084 -0.55606 1.17183
H 4.72266 4.00554 2.93087
H -9.01844 -0.87527 -4.32981
H -0.55509 5.44668 4.87921
H 4.14834 0.31688 5.71295
H 9.41772 -2.07499 5.22231
H -1.34924 -6.81969 -0.20252
H -7.47663 1.55452 -4.59139
H -2.56260 3.41695 -9.51567
H 4.28463 3.61085 4.60413
H 0.56989 -0.33495 2.60585
H 8.41617 -3.55635 4.99790
H 4.97823 1.39221 0.49581
H -0.85770 -0.63601 -1.38729
H 5.47043 0.68926 4.59019
H -3.83181 -5.54497 -0.53391
H 5.68955 -0.10919 -0.12648
H -1.98590 3.99350 -3.76566
H -3.63833 2.49773 -8.44551
H 0.23523 1.04699 1.49874
H 0.34864 -5.84329 -0.36820
H -0.63381 -8.01428 -2.68083
H -0.51100 3.02522 -3.58042
H 0.42991 6.06836 6.25425
H 3.29961 2.98908 3.22898

Cartesian forces, eV/Å:
1.7 3.0 -0.5
0.8 3.4 -5.2
0.5 1.4 -0.9
0.6 -0.8 -0.1
3.4 -2.5 3.2
4.6 4.2 -5.8
1.0 -0.6 -0.3
1.6 0.0 -0.5
-0.2 -1.1 -1.3
-0.1 0.0 1.1
-0.3 0.0 1.6
-0.8 0.1 -0.8
-4.7 -1.5 2.8
-1.0 0.3 0.6
-2.4 -7.2 -3.6
-1.0 0.2 0.6
-0.7 0.6 -0.6
1.1 0.4 0.1
-1.1 2.0 -2.1
-0.3 0.0 0.1
0.0 0.1 -0.3
-1.9 2.7 -0.2
2.0 -3.0 3.0
2.6 3.5 -0.2
-0.1 0.0 0.5
2.7 4.1 -0.7
-2.5 -4.2 0.8
0.1 0.1 0.1
0.6 0.2 0.1
-2.2 -2.2 3.0
-0.4 0.0 -0.4
0.0 -0.4 0.2
-3.3 -4.0 0.8
0.4 -0.3 -0.2
0.2 -0.6 -0.1
-0.4 0.3 -0.3
-1.7 -0.3 -1.1
-0.4 0.1 0.3
-0.6 0.1 0.4
2.3 0.1 -0.4
-0.2 1.2 1.1
1.1 3.4 1.5
-3.5 0.3 0.3
1.6 -2.6 0.0
2.5 0.6 1.5
-1.6 -2.1 0.1
-0.3 0.2 0.0
-0.1 0.2 -0.1
-2.6 0.1 0.2
0.0 -0.3 0.1
0.2 0.2 0.0
0.0 0.2 -0.1
0.3 -0.1 -0.2
0.4 0.0 -0.1
-0.3 0.3 0.1
2.4 0.3 1.7
0.2 0.0 0.2
0.3 -0.2 0.1
-0.2 -0.2 -0.1
1.3 1.8 -1.5
0.4 -2.2 1.6
0.2 0.0 0.3
-0.2 0.0 -0.1
0.1 0.2 -0.2
0.1 0.3 0.0
-0.1 -0.2 0.2
-1.0 -2.4 0.5
-0.1 -0.2 0.0
1.5 2.6 -0.4
-0.4 -0.1 0.0
0.0 -0.2 -0.1
0.0 0.2 0.1
0.1 -0.2 0.1
-2.4 -0.5 -1.1
0.1 1.5 0.6
-0.1 0.0 -0.4
-0.1 -0.1 -0.2
0.1 0.1 0.2

Results of the Löwdin charge analysis, in e, for atoms 1 through 6: atom 1 (Cl): 0.501, atom 2 (S): 0.777, atom 3 (O): 0.107, atom 4 (O): -0.012, atom 5 (O): -0.436, atom 6 (O): -0.036



Entry 3:
DFT (wB97M-V/def2-TZVPD) results for a structure of composition C27H33CuNO7P2S.

Values from the calculation:
* HOMO: -0.1486 Eh
* spin multiplicity: 1
* total charge: -1

Geometry (Å):
Cu -0.43678 0.69658 0.80842
S -1.33033 0.12842 2.62827
P -0.38806 -1.79934 -0.05849
P 0.92533 2.04601 -0.54042
O 0.56455 2.59859 0.94623
O -1.90210 1.24828 1.87842
O 2.35130 1.62724 -0.68805
O 0.08769 -0.08290 2.38868
O 0.67815 3.46074 -1.31108
O -1.60988 0.25179 4.04678
O -0.14231 1.07652 -0.83564
N 2.20279 -0.93797 -1.19828
C 0.85260 2.58537 -3.56145
C 0.29133 4.98974 -3.03942
C -0.52943 -3.43408 -2.35818
C -2.62579 -3.32533 0.88451
C -1.90797 -2.13657 1.05439
C -2.21970 -1.35210 2.14710
C 0.36759 4.87333 1.65913
C 2.62823 3.88614 1.20513
C -2.52067 -3.74878 -3.65913
C 1.11058 3.76113 -2.62366
C 0.36253 -4.53110 0.47431
C 0.45183 -3.19116 0.82982
C -2.50442 -2.18607 -1.83559
C -3.93914 -2.89617 2.83666
C 1.25726 -2.83230 1.90670
C 1.96473 -3.79143 2.60861
C -1.19334 -4.04905 -3.40399
C 1.32242 -1.71583 -1.05842
C -3.16577 -2.79161 -2.88711
C 1.08277 -5.48878 1.16666
C -3.61693 -3.71174 1.76273
C -1.19140 -2.53774 -1.52536
C 1.88851 -5.12233 2.23179
C 1.23762 3.03808 3.14424
C -3.23941 -1.71774 3.01495
C 2.60130 4.12132 -2.65159
C 1.22127 3.60396 1.72221
H 1.61619 3.76222 3.86595
H -3.04901 -4.25445 -4.45687
H 1.29625 -1.79337 2.19683
H -3.43616 -1.06236 3.84870
H 1.84611 2.13589 3.17309
H -4.12974 -4.65207 1.60722
H -0.67206 -4.77281 -4.01708
H 2.88188 4.37913 -3.67173
H 2.41029 0.05024 -1.00308
H 2.80645 4.97528 -2.00620
H 2.57988 -3.50455 3.45144
H 0.22337 5.15337 0.61904
H -0.26911 -4.83329 -0.34661
H -0.76618 4.77575 -2.91027
H 0.55221 5.83026 -2.39834
H -0.18746 2.28085 -3.48381
H 2.56167 4.31951 0.21183
H 0.49489 5.24531 -4.07719
H -4.19178 -2.52981 -3.11055
H 3.14739 4.57971 1.86529
H 3.19092 3.27507 -2.31258
H 0.85737 5.68881 2.18979
H 0.51065 -3.64089 -2.16298
H 1.00983 -6.52834 0.87154
H -2.39395 -3.97214 0.05195
H -4.69977 -3.19768 3.54399
H 3.19539 2.96299 1.13079
H -0.60458 4.67846 2.10526
H 1.09003 2.85414 -4.58975
H -3.00044 -1.44410 -1.22531
H 1.46836 1.74788 -3.24358
H 2.45426 -5.87475 2.76511
H 0.21991 2.75264 3.40821

Cartesian forces, eV/Å:
0.1 -1.5 -1.1
-3.2 -1.0 4.8
-1.4 -1.5 1.0
1.8 3.2 0.0
0.5 0.2 -0.8
-1.8 0.9 0.7
0.0 -0.1 -0.1
2.1 -1.2 2.0
0.0 -0.5 0.5
0.1 0.0 -0.1
-0.2 0.6 -5.4
-0.7 -1.5 -0.1
-0.1 0.1 0.3
0.1 -0.4 0.2
-0.1 0.1 0.1
-0.2 0.0 0.2
0.0 0.0 -0.2
0.1 0.0 0.0
0.1 -0.4 -0.1
-0.1 -0.1 0.1
0.0 0.0 0.0
0.3 0.5 -0.9
0.0 0.0 0.0
0.1 0.1 -0.1
0.1 0.1 0.0
0.1 0.1 0.1
-0.1 0.0 0.0
0.1 -0.1 0.1
-0.1 -0.1 -0.2
2.4 1.2 -1.1
-0.1 0.0 -0.1
0.0 -0.1 0.0
0.0 -0.1 -0.1
0.1 0.1 -0.2
0.1 -0.1 0.1
-0.1 0.0 -0.3
-0.3 0.0 0.4
-0.3 -0.1 0.1
0.4 0.6 0.6
0.0 0.1 0.0
0.0 0.0 0.0
0.1 0.0 0.1
-0.1 -0.1 0.1
0.1 0.0 0.0
-0.1 0.0 0.0
0.0 0.0 0.0
0.1 0.0 -0.1
0.2 0.9 0.2
0.0 0.1 0.0
0.0 0.1 0.0
0.0 0.1 -0.1
0.0 -0.1 -0.1
-0.1 0.0 -0.1
0.0 0.1 0.0
-0.2 0.0 -0.1
0.1 0.1 -0.1
0.0 0.1 -0.1
0.0 0.1 0.0
-0.1 0.1 0.1
0.1 -0.1 0.0
0.0 0.0 0.1
0.0 -0.2 0.0
0.0 0.0 0.0
0.0 -0.1 0.0
-0.1 0.1 0.0
0.1 0.0 0.0
-0.1 0.0 0.0
0.0 0.0 0.0
-0.1 0.0 0.0
0.1 -0.2 -0.1
0.0 0.0 0.0
0.0 0.0 0.1

Results of the Löwdin charge analysis, in e, for atoms 1 through 6: atom 1 (Cu): 0.144, atom 2 (S): 0.439, atom 3 (P): 1.003, atom 4 (P): 0.312, atom 5 (O): -0.189, atom 6 (O): -0.291



no.,electronic energy (eV),F_max (eV Å⁻¹)
1,-165691.2125,1.8
2,-84630.3729,8.5
3,-118412.1879,5.8